A structure of composition C41H46N9O2P2Pt. Source: the OMol25 dataset; level of theory: ωB97M-V with the def2-TZVPD basis set.

Geometry (Å):
Pt1 0.61 1.01 -0.10
C1 4.71 0.62 -2.68
N1 4.47 -0.02 -1.41
C2 5.46 -0.95 -0.88
C3 4.80 -1.45 0.41
N2 3.65 -0.58 0.56
C4 3.05 -0.48 1.89
C5 3.50 0.25 -0.50
N3 2.55 1.16 -0.60
C6 2.75 2.40 -1.38
C7 1.94 3.45 -0.65
N4 0.57 2.95 -0.64
C8 -0.42 3.77 -0.25
N5 -1.69 3.54 -0.65
C9 -2.09 2.67 -1.72
C10 -2.61 4.53 -0.12
C11 -1.66 5.57 0.50
N6 -0.36 4.90 0.45
C12 0.77 5.52 1.13
H1 5.35 -0.04 -3.27
H2 5.22 1.58 -2.59
H3 3.78 0.75 -3.23
H4 6.41 -0.44 -0.69
H5 5.63 -1.75 -1.60
H6 5.46 -1.35 1.27
H7 4.49 -2.50 0.34
H8 2.98 -1.49 2.30
H9 2.04 -0.09 1.85
H10 3.67 0.13 2.55
H11 2.38 2.29 -2.40
H12 3.80 2.70 -1.40
H13 2.01 4.42 -1.17
H14 2.35 3.55 0.36
H15 -1.31 1.92 -1.88
H16 -2.24 3.23 -2.65
H17 -3.02 2.17 -1.46
H18 -3.29 4.09 0.60
H19 -3.20 4.96 -0.93
H20 -1.92 5.80 1.53
H21 -1.64 6.50 -0.07
H22 0.36 6.18 1.90
H23 1.37 6.13 0.44
H24 1.37 4.77 1.62
O1 -1.36 0.91 0.52
P1 -2.20 -0.36 0.38
C13 -1.71 -1.24 -1.13
P2 0.02 -1.81 -0.93
O2 0.69 -1.09 0.24
C14 0.88 -1.62 -2.50
C15 1.99 -2.45 -2.72
C16 2.72 -2.32 -3.88
C17 2.37 -1.37 -4.83
C18 1.28 -0.53 -4.60
C19 0.54 -0.65 -3.44
C20 -0.02 -3.55 -0.55
C21 -0.36 -4.49 -1.52
C22 -0.43 -5.83 -1.18
C23 -0.15 -6.23 0.12
C24 0.19 -5.30 1.08
C25 0.26 -3.95 0.76
C26 -3.90 0.15 0.25
C27 -4.77 -0.30 -0.74
C28 -6.09 0.13 -0.74
C29 -6.53 1.01 0.23
C30 -5.67 1.46 1.23
C31 -4.35 1.03 1.24
C32 -2.09 -1.55 1.70
C33 -2.98 -2.63 1.69
C34 -2.90 -3.58 2.70
C35 -1.96 -3.44 3.71
C36 -1.09 -2.36 3.72
C37 -1.15 -1.41 2.71
H25 -1.83 -0.58 -1.98
H26 -2.33 -2.13 -1.28
H27 2.25 -3.21 -1.99
H28 3.57 -2.98 -4.06
H29 2.94 -1.28 -5.74
H30 1.01 0.21 -5.34
H31 -0.29 0.01 -3.27
H32 -0.57 -4.18 -2.54
H33 -0.70 -6.56 -1.94
H34 -0.20 -7.28 0.38
H35 0.41 -5.62 2.09
H36 0.52 -3.22 1.51
H37 -4.43 -0.98 -1.50
H38 -6.77 -0.21 -1.51
H39 -7.56 1.35 0.23
H40 -6.02 2.12 2.00
H41 -3.68 1.36 2.03
H42 -3.73 -2.73 0.92
H43 -3.59 -4.42 2.70
H44 -1.91 -4.17 4.50
H45 -0.36 -2.25 4.51
H46 -0.47 -0.57 2.71
N7 1.06 2.49 2.30
C38 0.69 1.95 3.25
C39 0.13 1.28 4.35
C40 0.83 0.20 4.92
N8 1.44 -0.70 5.32
C41 -1.25 1.48 4.53
N9 -2.40 1.65 4.59

Computed properties:
Charge: +1
Strongest force on any atom: 0.85 eV/A
DFT total energy: -82591.04570 eV
Orbital gap: 6.79 eV
Molecular weight: 953.9 g/mol
Relative energy (zero: lowest compared OMol25 entry of this formula, charge and spin): 7.19 kcal/mol

Here are the Mulliken charges for atoms 1 to 8, given in e:
1. Pt 1.016
2. C -1.129
3. N 0.334
4. C -0.661
5. C -0.736
6. N 0.304
7. C -0.206
8. C -0.140

=====

A structure of composition C41H47N2O2P2PdS2SeSi. Source: the OMol25 dataset; level of theory: ωB97M-V with the def2-TZVPD basis set.

Geometry (Å):
Pd1 -0.83 -0.09 -1.41
C1 3.77 -0.89 5.93
S1 4.80 0.32 5.06
C2 3.53 1.12 4.05
C3 2.92 0.21 2.99
C4 1.99 0.98 2.05
N1 1.30 0.08 1.13
P1 -0.41 -0.31 1.24
C5 -0.36 -0.90 3.00
C6 -0.13 -2.27 3.17
C7 0.08 -2.81 4.43
C8 0.05 -1.99 5.56
C9 -0.21 -0.63 5.40
C10 -0.42 -0.09 4.13
C11 -1.19 1.35 1.49
C12 -2.40 1.47 2.17
C13 -2.96 2.71 2.41
C14 -2.33 3.86 1.96
C15 -1.15 3.76 1.24
C16 -0.59 2.51 0.98
P2 1.67 -0.01 -0.56
C17 3.48 0.32 -0.58
C18 4.46 -0.65 -0.37
C19 5.81 -0.30 -0.39
C20 6.19 1.01 -0.64
C21 5.23 1.98 -0.88
C22 3.88 1.63 -0.87
C23 1.66 -1.84 -0.81
C24 1.40 -2.31 -2.10
C25 1.35 -3.68 -2.35
C26 1.53 -4.58 -1.31
C27 1.79 -4.11 -0.03
C28 1.87 -2.75 0.22
H1 4.38 -1.31 6.72
H2 3.45 -1.68 5.26
H3 2.90 -0.39 6.36
H4 4.03 1.97 3.58
H5 2.75 1.50 4.72
H6 2.34 -0.59 3.46
H7 3.72 -0.26 2.40
H8 2.58 1.72 1.50
H9 1.26 1.53 2.64
H10 -0.12 -2.91 2.30
H11 0.27 -3.87 4.54
H12 0.23 -2.40 6.54
H13 -0.26 0.01 6.27
H14 -0.63 0.96 4.04
H15 -2.89 0.56 2.51
H16 -3.91 2.79 2.93
H17 -2.76 4.84 2.16
H18 -0.67 4.65 0.85
H19 0.31 2.45 0.40
H20 4.17 -1.67 -0.17
H21 6.56 -1.06 -0.21
H22 7.24 1.28 -0.65
H23 5.52 3.00 -1.09
H24 3.12 2.37 -1.08
H25 1.24 -1.60 -2.91
H26 1.14 -4.03 -3.35
H27 1.45 -5.64 -1.50
H28 1.92 -4.82 0.79
H29 2.08 -2.38 1.22
O1 -2.80 -1.61 1.22
C29 -2.80 -2.22 0.15
C30 -3.73 -3.40 -0.09
C31 -3.43 -3.81 -1.53
C32 -2.32 -2.84 -1.95
O2 -1.79 -2.87 -3.05
N2 -2.01 -1.97 -0.93
H30 -4.76 -3.08 0.06
H31 -3.52 -4.18 0.64
H32 -4.28 -3.68 -2.20
H33 -3.07 -4.83 -1.63
S2 -3.23 0.59 -1.64
C33 -3.64 2.30 -1.59
C34 -4.86 2.64 -1.00
C35 -5.28 3.96 -0.94
C36 -4.49 4.98 -1.47
C37 -3.29 4.64 -2.08
C38 -2.87 3.32 -2.14
H34 -5.48 1.85 -0.58
H35 -6.23 4.20 -0.47
H36 -4.81 6.01 -1.40
H37 -2.67 5.42 -2.52
H38 -1.93 3.07 -2.62
C39 -0.74 1.73 -6.49
Si1 -0.88 0.40 -5.16
C40 -2.65 -0.19 -5.14
C41 0.23 -1.03 -5.69
Se1 -0.11 1.35 -3.25
H39 -0.91 1.29 -7.48
H40 0.26 2.20 -6.48
H41 -1.48 2.52 -6.32
H42 -2.93 -0.55 -6.13
H43 -3.32 0.62 -4.84
H44 -2.76 -1.00 -4.42
H45 0.15 -1.21 -6.77
H46 -0.06 -1.95 -5.17
H47 1.28 -0.82 -5.46

Computed properties:
Charge: -1
Strongest force on any atom: 2.24 eV/A
DFT total energy: -167312.80419 eV
Orbital gap (alpha / beta): 6.01 / 6.01 eV
Molecular weight: 939.4 g/mol
Relative energy (zero: lowest compared OMol25 entry of this formula, charge and spin): 43.13 kcal/mol

Here are the Mulliken charges for atoms 1 to 8, given in e:
1. Pd 0.792
2. C -0.688
3. S -0.161
4. C -0.948
5. C 0.483
6. C -1.493
7. N 0.735
8. P 1.459

=====

A structure of composition C41H48As2F3O8PtSbSeSi. Source: the OMol25 dataset; level of theory: ωB97M-V with the def2-TZVPD basis set.

Geometry (Å):
Pt1 -0.12 1.56 -1.04
C1 3.80 -0.59 -4.04
C2 3.98 0.02 -2.65
C3 4.45 -1.07 -1.67
C4 5.01 1.15 -2.70
C5 2.69 0.55 -2.19
C6 1.62 0.93 -1.76
H1 4.74 -1.04 -4.38
H2 3.51 0.17 -4.77
H3 3.03 -1.37 -4.03
H4 5.40 -1.49 -2.00
H5 3.71 -1.87 -1.61
H6 4.58 -0.66 -0.67
H7 5.98 0.76 -3.04
H8 5.15 1.59 -1.71
H9 4.69 1.93 -3.39
C7 -0.15 0.24 -4.94
O1 -0.30 -0.76 -3.92
C8 -1.41 -0.68 -3.18
O2 -2.34 0.04 -3.44
C9 -1.37 -1.71 -2.09
C10 -2.51 -2.03 -1.49
As1 -2.80 -3.68 -0.46
C11 -3.97 -2.98 0.95
C12 -1.10 -3.65 0.49
C13 0.07 -3.35 -0.07
As2 0.36 -2.61 -1.89
C14 -0.16 -4.23 -2.90
C15 1.38 -3.44 0.67
O3 1.99 -2.47 1.02
O4 1.92 -4.66 0.86
C16 1.24 -5.84 0.42
C17 -1.22 -4.23 1.86
O5 -2.06 -5.04 2.16
O6 -0.31 -3.74 2.71
C18 -0.28 -4.28 4.04
C19 -3.78 -1.25 -1.67
O7 -4.11 -0.32 -0.98
O8 -4.55 -1.82 -2.61
C20 -5.80 -1.15 -2.85
H10 0.87 0.14 -5.30
H11 -0.31 1.23 -4.51
H12 -0.87 0.07 -5.74
H13 -4.79 -2.44 0.49
H14 -3.44 -2.31 1.62
H15 -4.36 -3.83 1.50
H16 -1.06 -4.70 -2.53
H17 0.67 -4.94 -2.88
H18 -0.31 -3.92 -3.93
H19 1.98 -6.63 0.45
H20 0.86 -5.73 -0.59
H21 0.42 -6.09 1.09
H22 0.77 -4.40 4.30
H23 -0.80 -5.23 4.08
H24 -0.76 -3.57 4.71
H25 -6.40 -1.85 -3.43
H26 -5.62 -0.24 -3.41
H27 -6.29 -0.91 -1.91
F1 -4.53 0.53 4.60
C21 -3.35 0.51 3.94
C22 -3.35 0.27 2.59
C23 -2.13 0.24 1.93
C24 -0.94 0.48 2.60
C25 -0.98 0.71 3.98
C26 -2.19 0.73 4.66
Sb1 0.88 0.55 1.47
C27 1.16 2.69 1.55
C28 2.24 3.24 0.86
C29 2.47 4.61 0.86
C30 1.59 5.42 1.55
F2 1.79 6.76 1.54
C31 0.51 4.92 2.24
C32 0.30 3.54 2.24
C33 2.12 0.21 3.19
C34 2.09 -1.06 3.78
C35 2.80 -1.32 4.94
C36 3.55 -0.30 5.49
F3 4.25 -0.54 6.62
C37 3.62 0.96 4.93
C38 2.90 1.21 3.76
H28 -4.28 0.11 2.05
H29 -2.13 0.05 0.86
H30 -0.07 0.89 4.53
H31 -2.24 0.91 5.72
H32 2.90 2.60 0.28
H33 3.30 5.05 0.32
H34 -0.16 5.59 2.76
H35 -0.55 3.14 2.77
H36 1.51 -1.85 3.32
H37 2.79 -2.29 5.41
H38 4.23 1.73 5.39
H39 2.94 2.19 3.32
C39 -3.07 5.69 -1.55
Si1 -1.79 4.40 -1.97
C40 -2.05 3.71 -3.69
C41 -0.07 5.11 -1.76
Se1 -2.16 2.66 -0.46
H40 -2.89 6.60 -2.13
H41 -3.02 5.95 -0.49
H42 -4.08 5.34 -1.77
H43 -2.57 4.45 -4.31
H44 -2.64 2.79 -3.68
H45 -1.09 3.48 -4.16
H46 0.23 5.60 -2.69
H47 0.67 4.34 -1.53
H48 -0.05 5.85 -0.96

Computed properties:
Charge: 0
Strongest force on any atom: 0.89 eV/A
DFT total energy: -272510.86657 eV
⟨S²⟩: 2.023
Orbital gap (alpha / beta): 7.45 / 5.99 eV
2S+1: 3
Molecular weight: 1299.5 g/mol
Relative energy (zero: lowest compared OMol25 entry of this formula, charge and spin): 22.92 kcal/mol

Here are the Mulliken charges for atoms 1 to 8, given in e:
1. Pt 2.170
2. C -1.518
3. C 2.301
4. C -1.477
5. C -1.841
6. C -0.830
7. C 0.225
8. H 0.444